Molecular formula: C39H72O22S6
Method: DFT, wB97M-V/def2-TZVPD

The geometry in XYZ format:
```
139
Properties=species:S:1:pos:R:3:forces:R:3:mulliken_charge:R:1
C 4.070 -7.222 -2.333 0.0 -0.7 1.2 -1.53
C 2.857 -6.745 -1.503 0.7 0.1 -2.4 0.53
C 1.564 -7.548 -1.756 1.0 1.0 -0.4 -0.30
O 1.267 -8.005 -0.450 -2.4 -1.6 -1.2 -0.32
C 2.036 -7.512 0.456 0.4 0.5 5.7 0.71
O 1.851 -7.629 1.703 0.9 0.4 -4.9 -0.63
O 3.052 -6.842 -0.113 0.5 0.4 0.6 -0.35
H 4.930 -6.640 -2.001 0.1 0.0 -0.2 0.36
H 3.942 -7.133 -3.412 -0.3 0.3 0.1 0.38
H 4.286 -8.269 -2.119 0.1 -0.1 0.0 0.38
H 2.826 -5.714 -1.856 -0.8 0.4 0.8 0.20
H 1.781 -8.345 -2.468 -0.3 -0.4 0.4 0.29
H 0.766 -6.924 -2.156 -0.1 -0.1 0.3 0.27
C 6.705 5.407 -5.358 -0.6 -1.5 0.7 -1.30
C 6.426 4.213 -4.393 -0.5 0.8 1.5 0.33
C 6.088 4.605 -2.860 1.3 -0.1 -2.0 -0.38
O 4.929 3.857 -2.568 0.0 0.2 0.8 -0.31
C 4.422 3.295 -3.654 -2.3 -1.3 -1.5 0.70
O 3.343 2.714 -3.712 2.8 1.3 0.2 -0.59
O 5.250 3.466 -4.731 -0.7 0.2 0.1 -0.36
H 7.666 5.862 -5.119 0.0 -0.1 -0.1 0.36
H 5.922 6.163 -5.305 0.0 -0.1 0.0 0.34
H 6.707 4.948 -6.347 0.2 0.4 -0.2 0.34
H 7.220 3.466 -4.409 0.3 0.3 -0.1 0.29
H 5.904 5.674 -2.757 -0.1 -0.1 0.1 0.28
H 6.935 4.302 -2.244 -0.3 0.0 0.3 0.28
C -8.809 -0.667 -0.807 0.7 0.0 1.1 -1.42
C -7.667 0.358 -0.616 -1.2 -0.6 -0.4 0.47
C -6.495 0.223 -1.566 -0.8 -0.1 -1.1 -0.33
O -6.453 1.482 -2.211 0.0 1.7 -0.5 -0.33
C -7.504 2.305 -1.845 0.6 1.9 -0.1 0.67
O -7.700 3.463 -2.209 0.7 -3.4 0.6 -0.56
O -8.235 1.665 -0.926 0.3 -0.4 0.6 -0.37
H -9.569 -0.481 -0.048 -0.1 0.2 -0.1 0.36
H -8.423 -1.651 -0.541 0.1 -0.2 -0.2 0.39
H -9.290 -0.715 -1.784 0.4 0.3 -0.1 0.35
H -7.250 0.281 0.389 -0.6 0.6 0.3 0.23
H -6.748 -0.504 -2.338 0.3 -0.2 0.0 0.23
H -5.532 -0.037 -1.125 -0.1 0.3 0.1 0.30
O 3.267 1.955 5.793 -0.5 0.0 1.3 -0.62
S 2.735 2.168 7.138 0.1 0.9 0.1 1.05
O 2.151 3.484 7.449 0.5 -1.8 -0.2 -0.64
C 1.639 0.800 7.645 -0.1 -0.3 -1.4 -0.71
C 1.815 0.662 9.130 1.1 1.0 -0.1 -0.66
C 3.416 0.636 9.297 -2.4 -0.7 0.1 -0.64
C 3.978 1.766 8.436 0.8 -0.2 -0.5 -0.56
H 2.002 -0.070 7.099 0.2 0.0 -0.1 0.33
H 0.643 0.988 7.242 -0.1 0.3 0.3 0.43
H 1.379 1.593 9.493 0.2 0.0 0.8 0.31
H 1.292 -0.175 9.593 0.2 -0.1 -0.2 0.36
H 3.691 -0.341 8.901 0.3 0.1 -0.3 0.29
H 3.661 0.538 10.355 0.3 0.8 -0.1 0.36
H 4.844 1.409 7.880 0.0 0.0 -0.1 0.32
H 4.312 2.686 8.916 -0.5 0.0 0.2 0.37
O -2.907 -3.736 4.646 -0.7 0.0 -1.7 -0.65
S -3.823 -4.120 3.556 0.5 -0.5 2.1 1.01
O -4.331 -3.165 2.595 0.3 -0.1 0.3 -0.60
C -3.186 -5.631 2.645 -1.2 2.1 -0.5 -0.71
C -3.881 -6.742 3.368 0.5 -1.3 0.8 -0.56
C -5.280 -6.291 3.799 -1.1 -1.2 -0.9 -0.62
C -5.215 -4.975 4.438 0.6 1.7 0.6 -0.63
H -2.108 -5.518 2.529 -0.1 -0.5 0.5 0.48
H -3.636 -5.430 1.673 0.0 -0.2 -0.2 0.32
H -3.978 -7.685 2.831 0.2 0.2 -0.5 0.35
H -3.257 -7.019 4.217 -0.2 0.1 0.4 0.28
H -5.792 -7.006 4.442 0.4 -0.2 0.1 0.33
H -5.939 -6.248 2.932 0.1 0.1 -0.4 0.28
H -4.995 -5.067 5.501 0.7 0.1 -0.1 0.32
H -6.076 -4.307 4.433 -0.1 -0.2 -0.6 0.38
O -2.597 5.011 -7.277 -0.1 1.1 1.4 -0.64
S -2.850 5.919 -6.147 -0.5 -1.0 -0.3 1.06
O -4.190 6.457 -5.943 1.2 -0.1 -0.4 -0.63
C -2.384 5.083 -4.516 -0.5 1.3 0.2 -0.68
C -1.057 5.741 -4.181 0.7 -0.2 -1.5 -0.63
C -1.063 7.213 -4.682 0.5 -0.4 0.0 -0.59
C -1.547 7.292 -6.135 -1.4 -1.2 0.8 -0.66
H -2.452 3.996 -4.562 0.5 0.1 -0.5 0.41
H -3.133 5.379 -3.781 -0.3 0.2 -0.3 0.34
H -0.684 5.689 -3.158 -0.4 -0.2 0.0 0.36
H -0.356 5.212 -4.826 0.6 0.0 0.2 0.29
H -0.032 7.566 -4.723 0.0 0.2 0.6 0.32
H -1.658 7.776 -3.962 0.0 0.4 -0.4 0.33
H -0.789 7.050 -6.880 -0.1 -0.2 0.2 0.35
H -2.040 8.224 -6.411 -0.1 -0.2 0.1 0.36
O -6.455 3.675 6.295 0.2 -0.4 -0.3 -0.63
S -6.224 3.138 4.971 -0.2 0.8 -0.7 1.08
O -7.190 2.192 4.410 1.2 0.8 0.5 -0.63
C -5.951 4.556 3.798 -0.3 -0.7 0.1 -0.64
C -4.519 4.379 3.233 0.2 -0.7 1.3 -0.62
C -3.596 3.680 4.321 -2.2 1.4 0.3 -0.61
C -4.520 2.534 4.801 0.9 -0.6 -0.6 -0.72
H -6.182 5.493 4.304 0.6 -0.1 0.4 0.35
H -6.763 4.484 3.074 0.3 -0.3 -0.3 0.37
H -4.535 3.594 2.477 -0.1 0.7 -0.8 0.28
H -4.096 5.350 2.976 0.0 -0.3 -0.6 0.33
H -3.445 4.424 5.102 0.1 -0.2 0.3 0.33
H -2.615 3.458 3.902 -0.3 -0.6 0.1 0.34
H -4.196 1.947 5.661 -0.2 0.4 0.2 0.46
H -4.568 1.833 3.967 -0.2 -0.2 0.0 0.33
O 8.410 0.423 3.978 -0.7 -2.0 -2.3 -0.65
S 7.814 -0.555 3.018 0.9 2.3 1.2 1.07
O 6.736 -1.351 3.496 -0.8 -1.1 0.4 -0.63
C 7.186 0.305 1.493 1.9 0.7 0.6 -0.64
C 7.785 -0.518 0.381 -0.5 -2.0 -0.2 -0.68
C 9.178 -1.095 0.809 0.2 1.4 -1.2 -0.66
C 9.101 -1.658 2.204 -1.0 0.7 0.4 -0.59
H 7.711 1.260 1.527 -0.1 0.2 0.1 0.31
H 6.114 0.497 1.528 0.1 -0.5 0.1 0.42
H 7.146 -1.394 0.266 -0.2 -0.3 0.1 0.28
H 7.744 -0.129 -0.636 0.4 0.7 0.3 0.41
H 9.910 -0.290 0.749 0.0 0.3 0.4 0.29
H 9.562 -1.767 0.041 -0.3 -0.5 0.2 0.37
H 10.005 -1.594 2.809 -0.1 0.0 -0.2 0.36
H 8.679 -2.663 2.204 0.0 0.1 0.2 0.34
O 0.417 -4.140 -6.706 -1.6 1.0 0.5 -0.65
S -0.893 -3.459 -6.716 1.7 -0.1 -1.4 1.06
O -2.070 -4.144 -6.235 0.3 0.2 -0.2 -0.63
C -0.816 -1.766 -5.990 0.6 -1.0 0.2 -0.63
C -1.287 -0.828 -7.068 -1.3 0.6 0.3 -0.61
C -0.851 -1.323 -8.426 1.3 -0.9 -0.1 -0.58
C -1.105 -2.845 -8.467 -1.6 0.3 0.6 -0.71
H 0.232 -1.572 -5.764 0.1 -0.2 0.0 0.33
H -1.369 -1.758 -5.051 -0.1 -0.1 -0.2 0.40
H -2.375 -0.761 -7.086 -0.2 -0.3 0.2 0.30
H -0.994 0.185 -6.793 0.4 0.0 -0.4 0.35
H 0.229 -1.209 -8.518 0.1 0.4 -0.2 0.29
H -1.350 -0.806 -9.246 0.1 -0.1 0.1 0.33
H -0.599 -3.438 -9.228 0.5 0.1 0.5 0.41
H -2.167 -2.975 -8.674 -0.2 -0.2 0.2 0.35
C -0.346 -0.203 0.474 -1.1 0.5 1.1 -1.12
C 0.185 -1.587 0.571 1.0 -0.3 -3.4 0.93
C 1.282 -1.863 1.514 0.3 0.4 1.1 -1.00
O -0.067 -2.391 -0.315 -0.5 -0.1 0.7 -0.59
H 0.447 0.541 0.546 0.0 0.0 -0.1 0.32
H -0.977 -0.089 1.355 0.0 0.4 0.4 0.30
H -1.042 -0.007 -0.342 0.5 -0.4 -0.3 0.30
H 1.801 -0.941 1.774 0.0 0.1 0.1 0.31
H 2.025 -2.548 1.105 -0.4 -0.3 0.1 0.29
H 0.811 -2.211 2.433 0.4 -0.4 0.2 0.27
```
Positions in Å, forces in eV/Å.

Computed properties:
Orbital gap = 0.3483 hartree
ΔE to the lowest compared entry with this formula, charge and spin = 0.0 kcal per mole
SMILES = C[C@H]1COC(=O)O1.C[C@H]1COC(=O)O1.C[C@H]1COC(=O)O1.O=S1(=O)CCCC1.O=S1(=O)CCCC1.O=S1(=O)CCCC1.O=S1(=O)CCCC1.O=S1(=O)CCCC1.O=S1(=O)CCCC1.CC(C)=O